Entry 1:
{"formula": "C51H41F9N4O8P2S5Ti", "method": "ωB97M-V/def2-TZVPD", "species": ["Ti", "S", "N", "C", "C", "C", "C", "C", "N", "C", "C", "N", "C", "C", "C", "C", "C", "N", "H", "H", "H", "H", "H", "H", "O", "C", "S", "C", "C", "S", "S", "S", "C", "C", "C", "C", "O", "P", "O", "O", "O", "C", "C", "C", "C", "H", "H", "H", "H", "H", "H", "H", "H", "H", "H", "H", "H", "H", "H", "H", "H", "H", "H", "F", "C", "F", "F", "C", "C", "C", "C", "C", "C", "P", "C", "C", "C", "C", "C", "C", "C", "F", "F", "F", "C", "C", "C", "C", "C", "C", "C", "F", "F", "F", "H", "H", "H", "H", "H", "H", "H", "H", "H", "H", "H", "H", "O", "C", "C", "C", "C", "C", "C", "C", "O", "O", "H", "H", "H", "H", "H"], "positions_angstrom": [[0.284, -0.339, 0.204], [-5.510, 0.739, 4.651], [-3.936, 0.629, 4.974], [-3.313, 0.427, 3.822], [-1.907, 0.266, 3.646], [-0.979, 0.310, 4.747], [0.319, 0.116, 4.521], [0.859, -0.063, 3.158], [-0.103, -0.197, 2.095], [-1.426, 0.016, 2.377], [-2.328, -0.010, 1.246], [-1.767, -0.174, 0.024], [-2.536, -0.115, -1.053], [-3.902, 0.131, -0.994], [-4.498, 0.277, 0.237], [-3.711, 0.192, 1.386], [-4.217, 0.374, 2.713], [-5.482, 0.537, 3.055], [-1.375, 0.468, 5.741], [1.050, 0.134, 5.318], [1.602, -0.861, 3.118], [-2.043, -0.265, -2.002], [-4.472, 0.195, -1.910], [-5.558, 0.469, 0.340], [0.390, 6.477, 3.723], [0.454, 5.369, 3.269], [1.419, 4.060, 3.953], [1.045, 2.843, 2.729], [0.178, 3.191, 1.743], [-0.515, 2.285, 0.445], [-0.455, 4.829, 1.838], [2.046, 1.416, 2.835], [-3.415, -5.063, 0.017], [-3.039, -4.169, -1.157], [-4.234, -3.352, -1.630], [-2.485, -4.995, -2.317], [-2.079, -3.199, -0.635], [-0.527, -3.082, -0.913], [-0.219, -2.596, -2.281], [-0.048, -2.133, 0.209], [-0.036, -4.553, -0.615], [1.320, -5.095, -0.684], [2.381, -4.008, -0.560], [1.450, -5.808, -2.022], [1.419, -6.063, 0.486], [-4.122, -5.830, -0.299], [-3.863, -4.468, 0.814], [-2.515, -5.542, 0.403], [-5.045, -4.013, -1.934], [-3.944, -2.729, -2.480], [-4.582, -2.706, -0.825], [-3.307, -5.484, -2.839], [-1.799, -5.758, -1.956], [-1.954, -4.352, -3.021], [2.275, -3.280, -1.369], [3.374, -4.452, -0.619], [2.273, -3.493, 0.391], [1.336, -5.085, -2.832], [0.683, -6.577, -2.128], [2.431, -6.276, -2.105], [1.285, -5.519, 1.422], [2.398, -6.542, 0.492], [0.647, -6.830, 0.420], [-3.414, -1.072, -8.039], [-2.167, -0.572, -8.084], [-2.237, 0.632, -8.684], [-1.446, -1.372, -8.900], [-1.538, -0.475, -6.726], [-0.329, 0.203, -6.604], [0.286, 0.285, -5.372], [-0.292, -0.302, -4.244], [-1.487, -0.992, -4.386], [-2.114, -1.078, -5.624], [0.609, -0.133, -2.627], [2.155, -1.013, -3.121], [2.050, -2.181, -3.883], [3.152, -2.987, -4.103], [4.381, -2.640, -3.559], [4.518, -1.461, -2.848], [3.411, -0.653, -2.643], [5.555, -3.566, -3.670], [5.742, -4.243, -2.513], [6.701, -2.907, -3.922], [5.396, -4.485, -4.639], [0.921, 1.685, -2.874], [2.135, 2.345, -3.026], [2.180, 3.727, -3.107], [1.007, 4.466, -3.057], [-0.216, 3.823, -2.950], [-0.246, 2.444, -2.851], [1.088, 5.962, -3.101], [1.790, 6.448, -2.059], [1.714, 6.392, -4.220], [-0.123, 6.544, -3.077], [0.123, 0.662, -7.474], [1.231, 0.804, -5.285], [-1.912, -1.506, -3.534], [-3.044, -1.620, -5.728], [1.091, -2.486, -4.272], [3.057, -3.892, -4.689], [5.481, -1.174, -2.443], [3.540, 0.265, -2.098], [3.063, 1.791, -3.086], [3.130, 4.237, -3.210], [-1.131, 4.396, -2.915], [-1.208, 1.951, -2.753], [4.842, -1.694, 1.168], [5.076, -0.441, 0.752], [6.405, -0.022, 0.665], [6.708, 1.252, 0.234], [5.699, 2.152, -0.117], [4.386, 1.751, -0.047], [4.060, 0.454, 0.371], [2.663, 0.033, 0.347], [2.255, -1.054, 0.852], [1.773, 0.712, -0.289], [3.881, -1.836, 1.201], [7.176, -0.725, 0.953], [7.744, 1.559, 0.173], [5.948, 3.156, -0.430], [3.572, 2.420, -0.302]], "lowdin_charge": [0.9952, 1.0106, -0.2196, -0.2971, -0.0829, -0.0058, -0.0847, -0.4699, -0.0956, -0.1850, -0.1623, -0.0641, -0.1169, -0.0230, 0.0354, -0.0668, -0.3043, -0.2216, 0.1171, 0.1139, 0.1043, 0.0676, 0.1198, 0.1278, -0.0557, -1.0230, 0.9583, -0.9709, -1.0581, 0.7239, 0.9658, 0.9676, -0.0157, -0.5943, -0.0217, -0.0253, -0.1431, 0.3345, -0.3019, -0.3152, -0.1387, -0.5893, -0.0177, -0.0118, -0.0166, 0.0935, 0.0910, 0.0857, 0.0942, 0.0808, 0.0799, 0.0943, 0.0764, 0.0812, 0.0723, 0.1024, 0.0757, 0.0785, 0.0870, 0.0948, 0.0926, 0.0938, 0.0892, 0.1361, -0.5790, 0.1409, 0.1401, -0.1176, 0.0105, -0.0544, -0.3291, -0.0746, 0.0082, 1.1415, -0.2964, -0.0782, -0.0007, -0.1187, 0.0175, -0.0667, -0.5746, 0.1332, 0.1430, 0.1374, -0.3529, -0.0646, 0.0042, -0.1133, 0.0015, -0.1243, -0.5760, 0.1435, 0.1335, 0.1378, 0.1298, 0.1168, 0.0760, 0.1213, 0.1049, 0.1252, 0.1306, 0.0706, 0.0941, 0.1286, 0.1266, 0.1015, 0.0974, -0.2478, 0.0009, -0.0558, -0.0652, -0.0173, -0.1177, -0.5883, -0.0643, -0.2352, 0.0831, 0.1240, 0.1108, 0.1074, 0.1277], "lumo_ev": -1.404, "homo_ev": -7.127, "homo_lumo_gap_ev": 5.7, "e_above_lowest_kj_mol": 172.32}

---

Entry 2:
{"formula": "C51H42BiN5O6S4Sb", "method": "ωB97M-V/def2-TZVPD", "species": ["Bi", "C", "O", "C", "C", "C", "C", "C", "C", "C", "C", "C", "C", "C", "N", "C", "C", "C", "C", "C", "C", "C", "C", "C", "C", "O", "C", "C", "C", "C", "N", "C", "C", "C", "C", "C", "C", "O", "C", "C", "C", "C", "C", "C", "C", "N", "C", "C", "N", "C", "C", "C", "C", "O", "C", "C", "C", "H", "H", "H", "H", "H", "H", "H", "H", "H", "H", "H", "H", "H", "H", "H", "H", "H", "H", "H", "H", "H", "H", "H", "H", "H", "H", "H", "H", "H", "H", "H", "H", "H", "H", "H", "H", "S", "Sb", "S", "S", "C", "S", "C", "O", "H", "H", "H", "H", "H", "H", "O", "C", "N"], "positions_angstrom": [[0.496, 0.182, 0.461], [6.041, -5.254, 5.388], [5.997, -3.888, 5.088], [4.767, -3.347, 4.754], [4.805, -2.118, 4.096], [3.640, -1.514, 3.690], [2.386, -2.101, 3.926], [2.369, -3.303, 4.633], [3.539, -3.926, 5.037], [1.239, -1.448, 3.309], [0.305, -2.186, 2.539], [-0.161, -3.502, 2.703], [-1.132, -3.716, 1.746], [-1.218, -2.544, 0.967], [-0.360, -1.622, 1.474], [-1.950, -2.432, -0.251], [-1.811, -1.395, -1.141], [-2.246, -1.429, -2.579], [-1.999, -0.022, -3.003], [-1.248, 0.572, -2.042], [-0.683, 1.897, -2.126], [-0.078, 2.238, -3.389], [0.532, 1.197, -4.121], [1.193, 1.404, -5.309], [1.293, 2.689, -5.832], [1.925, 3.031, -7.019], [2.497, 1.996, -7.766], [0.737, 3.742, -5.114], [0.068, 3.528, -3.927], [-0.690, 2.711, -0.968], [-0.497, 2.185, 0.283], [-0.600, 3.194, 1.201], [-0.205, 3.140, 2.548], [-0.309, 4.376, 3.343], [-1.538, 4.985, 3.582], [-1.646, 6.136, 4.347], [-0.509, 6.713, 4.893], [-0.488, 7.860, 5.669], [-1.713, 8.429, 6.033], [0.730, 6.124, 4.657], [0.826, 4.986, 3.885], [0.404, 2.025, 3.146], [1.093, 1.982, 4.390], [1.603, 0.718, 4.536], [1.153, -0.047, 3.431], [0.431, 0.771, 2.606], [-0.944, 4.384, 0.508], [-0.960, 4.094, -0.833], [-1.189, -0.221, -0.898], [-2.897, -3.523, -0.545], [-3.919, -3.776, 0.366], [-4.864, -4.760, 0.141], [-4.806, -5.518, -1.018], [-5.692, -6.529, -1.345], [-6.772, -6.748, -0.486], [-3.782, -5.291, -1.931], [-2.841, -4.311, -1.694], [7.096, -5.527, 5.386], [5.517, -5.849, 4.634], [5.621, -5.471, 6.377], [5.768, -1.676, 3.885], [3.680, -0.584, 3.142], [1.430, -3.761, 4.900], [3.476, -4.865, 5.572], [0.136, -4.198, 3.462], [-1.715, -4.606, 1.599], [-3.227, -1.852, -2.797], [-2.243, 0.377, -3.971], [0.510, 0.198, -3.720], [1.641, 0.558, -5.809], [2.786, 2.434, -8.723], [1.786, 1.182, -7.942], [3.389, 1.583, -7.277], [0.840, 4.743, -5.508], [-0.348, 4.378, -3.410], [-2.433, 4.541, 3.170], [-2.620, 6.575, 4.505], [-1.471, 9.279, 6.671], [-2.333, 7.722, 6.596], [-2.275, 8.785, 5.162], [1.608, 6.592, 5.077], [1.795, 4.559, 3.679], [1.188, 2.800, 5.082], [2.195, 0.332, 5.348], [-1.140, 5.340, 0.959], [-1.224, 4.767, -1.629], [-3.971, -3.185, 1.270], [-5.641, -4.921, 0.874], [-7.347, -7.564, -0.922], [-7.411, -5.861, -0.404], [-6.445, -7.041, 0.518], [-3.737, -5.898, -2.822], [-2.044, -4.164, -2.404], [4.010, -5.175, -2.840], [2.229, -4.289, -1.718], [1.459, -2.405, -3.398], [2.713, -1.814, -1.864], [4.046, 1.342, -2.449], [2.592, 1.964, -1.503], [2.794, 3.715, -2.043], [3.060, 1.962, -0.110], [4.933, 1.833, -2.067], [3.907, 1.531, -3.505], [4.099, 0.274, -2.264], [3.802, 4.047, -1.824], [2.072, 4.289, -1.472], [2.570, 3.784, -3.100], [-1.392, -2.876, -4.354], [-1.134, -2.197, -3.366], [0.037, -1.950, -2.811]], "lowdin_charge": [1.8558, -0.1202, -0.1073, -0.2817, -0.0065, -0.0201, -0.1769, -0.0247, -0.0315, -0.1110, -0.2783, -0.0472, -0.0509, -0.2632, -0.0792, -0.1163, -0.2188, -0.1469, -0.0090, -0.3033, -0.1269, -0.1980, -0.0323, -0.0165, -0.2772, -0.1095, -0.1175, -0.0384, -0.0425, -0.2927, -0.0714, -0.2522, -0.0965, -0.1962, -0.0288, -0.0305, -0.2796, -0.1070, -0.1215, -0.0107, -0.0320, -0.2545, -0.0292, -0.0285, -0.3131, -0.0904, -0.0319, -0.0408, -0.0941, -0.1874, -0.0347, -0.0349, -0.2817, -0.1061, -0.1281, 0.0005, -0.0032, 0.0840, 0.0958, 0.0848, 0.1128, 0.1221, 0.0965, 0.0990, 0.0713, 0.0929, 0.1463, 0.1149, 0.0780, 0.1041, 0.0845, 0.0896, 0.0932, 0.1101, 0.0897, 0.1216, 0.0954, 0.0847, 0.0921, 0.0888, 0.1109, 0.1209, 0.0895, 0.1032, 0.0938, 0.0838, 0.1208, 0.0923, 0.0832, 0.0903, 0.0873, 0.1141, 0.1023, -0.4194, 0.4494, 0.3302, -0.0201, -0.2468, 0.7423, -0.2097, -0.5999, 0.0472, 0.0416, -0.0454, 0.0480, 0.0453, 0.0290, -0.0189, -0.6403, -0.4040], "lumo_ev": [3.502, 3.502], "homo_ev": [-0.618, -0.757], "multiplicity": 2, "homo_lumo_gap_ev": [4.1, 4.3], "e_above_lowest_kj_mol": 372.55, "total_charge": -2}

---

E_tot (computed, hartree): -7211.33835 -4741.46439